C28H16BrCl2N4O2Re | wB97M-V/def2-TZVPD

```
54
Properties=species:S:1:pos:R:3:forces:R:3
Re 0.1294 0.3177 0.1217 0.99 0.57 -0.73
Cl 4.3570 5.7106 -1.2214 0.01 0.12 -0.05
C 3.7055 4.2486 -0.6119 -0.01 -0.22 0.15
C 2.4149 3.9021 -0.9257 -0.02 0.08 -0.07
C 1.8716 2.7164 -0.4129 0.69 -0.18 0.07
N 0.6126 2.2533 -0.6295 -0.59 -1.10 0.87
C -0.1415 2.6908 -1.7140 0.01 0.03 -0.27
O -0.4367 3.8200 -1.9945 -0.01 -0.06 0.06
C -0.4395 1.5104 -2.6023 -0.01 0.11 -0.39
C -0.9089 1.6923 -3.8863 0.01 0.06 0.19
C -0.9652 0.5945 -4.7345 0.04 -0.11 0.04
C -0.5421 -0.6345 -4.2569 -0.08 0.13 -0.12
C -0.1160 -0.7408 -2.9415 0.00 -0.20 0.11
N -0.0646 0.3090 -2.1249 -0.18 0.07 0.46
C 2.6802 1.8420 0.3652 -0.05 0.49 -0.25
C 3.9816 2.2246 0.7018 0.01 -0.02 0.00
C 4.4874 3.4126 0.2231 -0.22 -0.05 -0.06
Cl 6.0867 3.8600 0.6395 0.13 0.02 0.04
N 2.0403 0.6742 0.7229 -0.98 0.08 -0.19
C 2.4859 -0.0748 1.8203 0.00 -0.21 -0.23
O 3.6195 -0.3691 2.0842 -0.05 0.08 0.03
C 1.3217 -0.4263 2.6965 -0.05 0.07 0.42
C 1.5133 -0.9105 3.9720 0.17 -0.03 -0.20
C 0.4208 -1.0148 4.8209 -0.21 0.05 -0.09
C -0.8214 -0.6310 4.3431 0.15 -0.13 0.16
C -0.9383 -0.1857 3.0376 -0.19 -0.05 -0.13
N 0.1098 -0.0818 2.2181 0.04 -0.01 0.31
H 1.8052 4.5621 -1.5257 0.04 0.01 0.00
H -1.1973 2.6884 -4.1928 0.03 -0.01 -0.03
H -1.3145 0.7045 -5.7520 -0.01 -0.02 0.00
H -0.5518 -1.5116 -4.8879 0.02 -0.01 0.03
H 0.1842 -1.6922 -2.5221 -0.01 0.03 0.01
H 4.5972 1.5800 1.3073 0.08 0.00 0.00
H 2.5176 -1.1730 4.2755 -0.01 0.03 0.02
H 0.5389 -1.3672 5.8362 0.00 -0.02 -0.01
H -1.7005 -0.6846 4.9688 -0.02 0.03 -0.03
H -1.9042 0.0859 2.6352 0.04 0.03 -0.03
Br -2.4841 0.0769 -0.0898 0.18 -0.25 0.02
C -2.4798 -1.8630 0.0342 -0.09 0.08 0.00
C -3.6790 -2.5046 0.0692 0.01 0.24 -0.01
C -3.6850 -3.9123 0.0967 0.04 -0.14 0.01
C -2.5069 -4.6021 0.0658 -0.10 -0.01 -0.01
C -1.2625 -3.9297 0.0232 -0.02 0.19 0.01
C -0.0427 -4.6424 -0.0272 0.07 -0.03 -0.01
C 1.1489 -3.9767 -0.0696 -0.01 -0.11 0.00
C 1.1759 -2.5686 -0.0418 -0.09 0.09 0.03
C 0.0249 -1.8092 0.0199 0.20 0.39 -0.14
C -1.2232 -2.5052 0.0251 0.06 -0.10 0.01
H -4.6083 -1.9508 0.0675 0.00 -0.01 0.00
H -4.6320 -4.4328 0.1329 0.01 -0.01 -0.01
H -2.5086 -5.6851 0.0694 0.00 0.01 0.01
H -0.0757 -5.7249 -0.0333 0.02 0.01 0.00
H 2.0813 -4.5252 -0.1102 -0.02 -0.01 -0.01
H 2.1437 -2.0778 -0.0666 0.00 -0.02 0.00
```
Positions in Å, forces in eV/Å.

Its HOMO energy (spin up / spin down) is -10.49 / -10.59 eV. Its total charge is +1. The calculation puts the HOMO-LUMO gap (spin up / spin down) at 5.417 / 6.277 eV. As for the spin multiplicity: 2.